[1]
Here is a gas-phase ion, C4H10NO (charge +2) in a non-equilibrium geometry from OMol25. Energies are from wB97M-V/def2-TZVPD.

CARTESIAN COORDINATES (ANGSTROEM)
1 C -0.28451 0.37554 -0.04536
2 C 1.96529 -0.08350 1.00883
3 N -1.73746 -0.02585 0.25076
4 H -2.39958 0.62071 -0.18053
5 O 2.67951 -0.68219 1.77413
6 H -0.15005 -0.50474 -2.01383
7 H -0.16060 1.33404 0.45368
8 C 0.62302 -0.65782 0.62698
9 H 0.18084 -1.17669 1.47974
10 H -0.80353 1.19838 -1.93320
11 H 0.98036 0.59199 -1.86041
12 H 0.76763 -1.51860 -0.05210
13 H -1.86020 0.05326 1.26526
14 H 2.26582 0.95355 0.78577
15 H -2.00012 -0.97884 -0.00222
16 C -0.06643 0.50074 -1.55751

For the LUMO energy (spin up / spin down), the calculation gives -10.549 / -13.853 eV. The expectation value of S² is 0.758. As for the total charge: +2. As for the spin multiplicity: 2.

[2]
Here is 2 unconnected molecules or ions with the total composition C4H10NO2 from OMol25. Energies are from wB97M-V/def2-TZVPD.

CARTESIAN COORDINATES (ANGSTROEM)
1 H -0.17594 -2.13655 1.71381
2 H 0.15296 -1.00523 3.01438
3 H -2.03213 -0.34304 2.05015
4 H 2.76577 1.33388 -1.32218
5 N 1.34333 -0.09299 -1.96045
6 H 0.93523 -0.76702 1.40848
7 O 1.37676 1.03105 0.14943
8 C -1.10202 -0.14884 1.50525
9 C -1.45364 -0.23401 0.03975
10 H -0.70772 0.14802 -0.66315
11 O -2.53986 -0.57534 -0.38381
12 H 2.07751 -0.25647 -2.63789
13 H 1.09007 1.99665 -1.59968
14 H 1.36464 -0.81843 -1.25319
15 C 0.03270 -1.08620 1.93155
16 H -0.78471 0.88417 1.65366
17 C 1.67233 1.15653 -1.15074

For the LUMO energy, the calculation gives 4.153 eV. As for the total charge: -1. As for the spin multiplicity: 1.

[3]
Here is a gas-phase ion, C4H10NO2 (charge -1) in a non-equilibrium geometry from OMol25. Energies are from wB97M-V/def2-TZVPD.

CARTESIAN COORDINATES (ANGSTROEM)
1 N -0.72811 0.02111 -0.62285
2 H -2.66311 0.58222 -0.07240
3 C -2.02304 0.54309 -0.94827
4 C 1.99861 -1.29908 0.42342
5 H -0.60775 -1.01593 1.17230
6 H 1.51478 0.91195 0.26340
7 O 3.31149 -1.22846 0.57340
8 H -0.03434 0.46777 -1.20964
9 H -2.50977 -0.08735 -1.69922
10 H 1.62515 -1.55564 -0.61228
11 H -0.69393 0.65846 1.47511
12 O -2.02180 1.89590 -1.44868
13 H -1.14624 2.08258 -1.79768
14 C -0.28211 -0.06725 0.74616
15 H 1.48367 -2.07552 1.06109
16 C 1.24626 0.01207 0.82657
17 H 1.53024 0.15407 1.86957

For the LUMO energy, the calculation gives 3.436 eV. As for the total charge: -1. As for the SMILES: [O-]CCCNCO. As for the spin multiplicity: 1.

[4]
Here is a molecular structure, C4H10NO2 in a non-equilibrium geometry from OMol25. Energies are from wB97M-V/def2-TZVPD.

CARTESIAN COORDINATES (ANGSTROEM)
1 O 3.52228 -1.25223 -0.44094
2 H -1.59874 1.43714 0.99451
3 H -0.28623 -0.49915 -1.08192
4 N -2.84752 0.87231 -0.56526
5 C -1.84428 0.61402 0.30608
6 O 2.08016 0.67941 -0.60850
7 C 1.07730 0.45903 0.27696
8 C -0.27376 0.37184 -0.43155
9 H -1.90268 -0.88515 1.90803
10 H 3.94655 -1.46884 -1.27397
11 H 1.24298 -0.50007 0.81094
12 H 1.02152 1.21441 1.08832
13 H -0.34417 1.26428 -1.06542
14 H 2.86706 -0.30112 -0.54774
15 C -1.54251 -0.63632 0.90545
16 H -1.57524 -1.49446 0.23846
17 H -3.54273 0.12488 -0.51346

For the LUMO energy, the calculation gives 2.367 eV. As for the total charge: -1. As for the spin multiplicity: 1.

[5]
Here is 2 unconnected molecules or ions with the total composition C4H10NO2 in a non-equilibrium geometry from OMol25. Energies are from wB97M-V/def2-TZVPD.

CARTESIAN COORDINATES (ANGSTROEM)
1 H -2.02947 -0.10291 -0.75102
2 H 1.76852 -2.98933 2.33181
3 H 2.00764 -3.95887 0.94864
4 O 0.58598 -0.67334 -0.06378
5 H -2.28812 1.48620 -1.49035
6 C -2.21663 0.94560 -0.55612
7 H -0.97196 0.81612 1.18163
8 C -1.10868 1.55962 0.37951
9 N 1.89031 -3.04101 1.33669
10 H 2.32414 -0.24539 -1.64929
11 C 0.11396 1.62435 -0.33065
12 H -1.38487 2.51782 0.80345
13 H -3.16259 1.08537 -0.04408
14 O 1.90325 0.58873 -1.37396
15 H 0.36356 2.43447 -1.00858
16 H 1.29147 -2.42236 0.82369
17 C 0.91350 0.37491 -0.53758

For the LUMO energy, the calculation gives -8.418 eV. As for the total charge: +1. As for the spin multiplicity: 1.

[6]
Here is a gas-phase ion, C4H10NO2 (charge +1) in a non-equilibrium geometry from OMol25. Energies are from wB97M-V/def2-TZVPD.

CARTESIAN COORDINATES (ANGSTROEM)
1 H 2.17727 -0.89075 -0.03849
2 H 0.09742 1.73358 0.21421
3 O -0.67330 -0.16459 1.90805
4 H -1.27916 -0.54321 2.54836
5 H 0.88228 -1.80776 0.63246
6 C 0.31176 -0.30282 -0.70924
7 C -1.45802 0.52406 0.91119
8 H -0.55515 -0.96338 -0.80459
9 C 1.06708 -0.07584 -1.95564
10 N 1.21761 -0.90076 0.32946
11 H -2.38670 0.05311 0.58106
12 C -0.50978 0.92955 -0.21533
13 O 2.20851 -0.41490 -2.12211
14 H -1.75525 1.44136 1.42967
15 H 0.52304 0.31241 -2.83837
16 H -1.03962 1.39076 -1.04659
17 H 1.17202 -0.32082 1.17589

For the LUMO energy, the calculation gives -3.570 eV. As for the total charge: +1. As for the SMILES: [NH3+][C@H](C=O)CCO. As for the spin multiplicity: 1.

[7]
Here is 2 unconnected molecules or ions with the total composition C4H10NO2 in a non-equilibrium geometry from OMol25. Energies are from wB97M-V/def2-TZVPD.

CARTESIAN COORDINATES (ANGSTROEM)
1 O -1.39141 -0.41437 -0.00275
2 H 0.78884 0.33457 2.05220
3 C 1.34813 -1.23943 0.34659
4 H 0.23178 -0.07930 -1.83258
5 C 0.98798 0.13894 0.12089
6 H 2.02859 -1.38436 1.22401
7 H 0.34486 -1.88789 0.48994
8 H 0.93666 1.68693 -1.55078
9 H 0.51637 1.81314 1.29564
10 N 0.84674 0.82758 1.21583
11 H -3.68603 -0.80405 -0.12234
12 H 1.96965 -1.82501 -0.40320
13 C -2.31415 0.38467 0.06555
14 C 1.00942 0.57126 -1.31571
15 H 2.02223 0.34048 -1.74385
16 H -2.09491 1.40178 0.14201
17 O -3.54473 0.13505 0.01855

For the LUMO energy, the calculation gives -4.065 eV. As for the total charge: +1. As for the spin multiplicity: 1.

[8]
Here is 2 unconnected molecules or ions with the total composition C4H10NO2S in a non-equilibrium geometry from OMol25. Energies are from wB97M-V/def2-TZVPD.

CARTESIAN COORDINATES (ANGSTROEM)
1 O -1.98472 0.85546 -0.62795
2 O 0.31887 3.04983 1.09284
3 H 2.16802 1.21158 -0.69268
4 S 0.95072 -1.58707 1.29830
5 H -0.24481 2.38568 0.76063
6 H -0.08895 -1.50761 -1.44602
7 H 0.06412 2.04788 -1.31314
8 H -1.62716 -1.69434 1.30612
9 C -0.83857 -1.20396 -0.76309
10 H 1.97859 0.28844 -2.29775
11 C -0.74732 -1.84391 0.65353
12 H 1.77912 -0.41344 -0.71530
13 C -0.91749 0.32322 -0.71940
14 H 0.93820 2.43184 1.46359
15 H -0.56212 -2.93813 0.37314
16 H -1.76246 -1.29367 -1.33192
17 C 1.49836 0.44978 -1.27883
18 N 0.21468 1.04027 -1.13598

For the LUMO energy (spin up / spin down), the calculation gives 0.581 / -2.395 eV. The expectation value of S² is 0.753. As for the spin multiplicity: 2.

[9]
Here is a gas-phase ion, C4H10NO2S (charge +1) in a non-equilibrium geometry from OMol25. Energies are from wB97M-V/def2-TZVPD.

CARTESIAN COORDINATES (ANGSTROEM)
1 N -0.28157 -1.24397 1.11864
2 S -1.33792 -0.23539 -1.55894
3 C 0.63320 -0.03351 0.80592
4 C -0.19711 1.20632 0.57769
5 O 1.36551 -1.68205 -0.77277
6 H 0.39464 2.11075 0.70396
7 H 0.22795 -1.92961 1.67361
8 H -2.01792 1.78479 -0.53761
9 H -0.82580 1.30384 1.47436
10 H -0.48723 -1.71670 0.22977
11 H -1.14318 -0.90693 1.54670
12 H 2.06856 -1.97805 -1.37190
13 H 1.27021 -0.03594 1.66892
14 O 2.47065 0.27916 -0.68290
15 H -2.27258 0.20502 -2.40867
16 C -1.02874 1.38331 -0.69934
17 C 1.55816 -0.41241 -0.36679
18 H -0.39685 1.90138 -1.40063

For the LUMO energy, the calculation gives -3.523 eV. As for the total charge: +1. As for the SMILES: [NH3+][C@H](CCS)C(=O)O. As for the spin multiplicity: 1.

[10]
Here is a gas-phase ion, C4H10NO2S (charge +1) in a non-equilibrium geometry from OMol25. Energies are from wB97M-V/def2-TZVPD.

CARTESIAN COORDINATES (ANGSTROEM)
1 H -1.13454 -2.23149 1.14109
2 H -1.76729 -2.19461 -0.57714
3 C -1.28240 -0.25937 0.19366
4 C -1.04858 -1.69590 0.09585
5 S 2.74200 -0.66333 0.70445
6 H -0.00646 2.60345 -0.16717
7 O 1.85342 0.89932 -0.15385
8 N -0.48836 0.63867 -0.19906
9 H 0.85943 -0.54602 -1.11213
10 H 0.03023 -2.06135 -0.31217
11 H 1.99876 -0.87848 1.91282
12 C 0.83662 0.45821 -0.87658
13 O 2.21618 -1.71740 -0.14510
14 H 0.80669 1.06534 -1.83736
15 H -2.37517 -0.04218 0.57205
16 H -0.88095 2.29444 1.18123
17 C -0.77874 2.02552 0.09647
18 H -1.58084 2.30519 -0.51706

For the LUMO energy, the calculation gives -4.603 eV. As for the total charge: +1. As for the spin multiplicity: 1.

[11]
Here is 3 unconnected molecules or ions with the total composition C4H10NO3 in a non-equilibrium geometry from OMol25. Energies are from wB97M-V/def2-TZVPD.

CARTESIAN COORDINATES (ANGSTROEM)
1 H -1.32409 0.20010 1.85686
2 N -0.69438 0.96604 1.52080
3 C -0.14748 0.04627 -0.80179
4 H 0.08502 -1.66245 -2.19729
5 O -1.85380 2.29484 -0.52694
6 H -0.94051 1.68759 0.77611
7 H -2.70120 2.61468 -0.21406
8 O 2.89237 -0.49531 -0.61147
9 H -0.07949 1.00841 -1.30040
10 O -1.95149 -1.25994 2.06802
11 H 0.09685 -0.87558 0.98743
12 H 1.29411 0.50175 0.93642
13 C 0.26771 0.14793 0.69543
14 H 2.60690 -1.92330 -1.90975
15 C 2.06865 -1.13437 -1.35939
16 C 0.67379 -0.96569 -1.56048
17 H -2.86559 -0.95955 1.93993
18 H -1.18410 -0.23544 -0.80042

For the LUMO energy, the calculation gives -0.176 eV. As for the total charge: -1. As for the spin multiplicity: 1.

[12]
Here is 2 unconnected molecules or ions with the total composition C4H10NO3 in a non-equilibrium geometry from OMol25. Energies are from wB97M-V/def2-TZVPD.

CARTESIAN COORDINATES (ANGSTROEM)
1 H -2.07755 -0.89613 1.56384
2 C -2.19301 1.60062 -0.05228
3 C -1.28229 1.02069 1.06342
4 N -0.02474 -0.87640 1.94331
5 H -1.67703 1.24447 2.05623
6 H 0.34839 -1.79725 1.68332
7 H -0.27880 1.43658 0.85599
8 O -1.93102 -0.99678 -1.18575
9 O 5.90141 1.59090 -1.59697
10 H -1.95433 1.24949 -1.04741
11 H 6.33438 0.75448 -1.83404
12 O 0.18435 -1.51258 -0.61756
13 H 0.76069 -0.35547 1.55235
14 H 5.01791 1.48625 -1.95227
15 C -1.17295 -0.55250 1.07782
16 C -0.96953 -1.08099 -0.39148
17 H -3.25369 1.35325 0.05334
18 H -2.05205 2.68034 -0.06046

For the LUMO energy, the calculation gives 3.008 eV. As for the total charge: -1. As for the spin multiplicity: 1.

[13]
Here is 2 unconnected molecules or ions with the total composition C4H10NO3 in a non-equilibrium geometry from OMol25. Energies are from wB97M-V/def2-TZVPD.

CARTESIAN COORDINATES (ANGSTROEM)
1 O 1.07301 2.34858 1.57819
2 H -0.08120 -1.75826 1.70442
3 H -1.52980 -1.29977 -0.08112
4 H 0.42773 0.04184 -1.87031
5 H 1.29513 -0.69009 -0.61893
6 O -0.18851 -2.56964 -0.87839
7 H -0.73176 2.68462 -1.22708
8 C 0.31273 -0.27368 -0.81615
9 H 1.08011 -2.65352 1.89464
10 C 1.10623 1.32581 0.89291
11 H -1.13220 2.46418 0.42194
12 H -1.34289 -1.26616 -1.93067
13 C -0.79399 1.90101 -0.44913
14 H 1.83665 0.56373 1.19427
15 C -0.80824 -1.37367 -0.95858
16 N 0.30479 1.03411 -0.13821
17 H -1.60436 1.30471 -0.86806
18 O 0.77656 -1.78381 2.15026

For the LUMO energy, the calculation gives 3.771 eV. As for the total charge: -1. As for the spin multiplicity: 1.

[14]
Here is a molecular structure, C4H10NO3 in a non-equilibrium geometry from OMol25. Energies are from wB97M-V/def2-TZVPD.

CARTESIAN COORDINATES (ANGSTROEM)
1 O 1.25068 3.12660 -0.52144
2 C -1.15856 -0.12036 0.31274
3 H 2.57216 1.83249 -1.26504
4 H 0.22949 -0.32635 -1.33591
5 H -0.57916 0.64798 0.87923
6 H -1.54165 0.12666 -1.79820
7 H -0.92933 -2.41091 -0.95642
8 C 2.11113 2.23959 -0.31717
9 O 2.37884 1.60796 0.72621
10 O 1.61335 -1.03453 2.14724
11 C -0.66862 0.26249 -1.15595
12 H -2.22336 0.15274 0.47339
13 H -0.45588 1.31978 -1.00083
14 C -1.54518 -2.02170 -0.12464
15 H 1.89789 -0.61877 1.33596
16 H -2.62438 -2.12458 -0.35552
17 N -0.98389 -1.46044 1.00396
18 H 0.65648 -1.19865 1.95240

For the LUMO energy (spin up / spin down), the calculation gives 6.984 / 6.972 eV. The expectation value of S² is 0.753. As for the total charge: -2. As for the spin multiplicity: 2.

[15]
Here is a molecular structure, C4H10NOP in a non-equilibrium geometry from OMol25. Energies are from wB97M-V/def2-TZVPD.

CARTESIAN COORDINATES (ANGSTROEM)
1 H -0.86080 -2.19930 -0.43378
2 H -0.81029 0.53902 -1.39718
3 H -0.23405 2.04570 1.22783
4 O -2.39416 -1.08933 0.35329
5 H 0.45188 -1.91557 -1.60769
6 C -0.16189 1.91989 0.07646
7 C -1.68835 -0.14373 0.60624
8 H 2.44847 0.56508 -0.54414
9 H -1.50502 0.38536 1.63857
10 H 0.82383 2.11468 -0.09874
11 P 2.15065 -0.46330 0.45146
12 H 0.56467 -2.80270 -0.30100
13 H 1.97848 0.76227 1.24983
14 C 0.13073 -1.95536 -0.63054
15 N 0.57345 -0.83919 0.26360
16 C -0.69555 0.53150 -0.26007
17 H -0.77206 2.54498 -0.59410

For the LUMO energy, the calculation gives 0.219 eV. As for the spin multiplicity: 1.